Entry 1:
The following is a DFT calculation (ωB97M-V/def2-TZVPD) of C8H4BCl24FGaINO4 as an isolated structure at a distorted geometry.

Structure (XYZ):
```
45
Properties=species:S:1:pos:R:3:lowdin_charge:R:1
O 0.77 3.99 2.82 0.08
C 1.08 3.25 1.85 -0.39
F 0.92 3.80 0.55 -0.01
N 1.60 1.92 2.17 0.09
C 1.03 0.83 1.34 -0.45
O 1.75 -0.22 1.23 -0.10
Ga -0.82 0.78 0.44 0.20
I -0.58 1.69 -2.03 0.50
B -2.34 1.79 1.44 -0.63
O -2.84 3.03 0.85 -0.02
O -2.99 1.33 2.67 -0.04
H 2.64 1.91 2.06 0.12
H -1.30 -0.76 0.28 -0.04
H -3.64 3.34 1.35 0.09
H -2.29 0.92 3.23 -0.03
C -2.38 -0.09 -5.67 -2.01
Cl -2.35 1.16 -6.93 0.48
Cl -1.36 -1.47 -6.18 0.49
Cl -1.75 0.58 -4.14 0.23
Cl -4.05 -0.65 -5.43 0.48
C -1.83 -1.87 4.96 -1.97
Cl -3.47 -1.23 5.24 0.54
Cl -0.83 -0.62 4.19 0.61
Cl -1.11 -2.33 6.52 0.52
Cl -1.92 -3.30 3.91 0.48
C 1.48 -5.94 2.62 -1.99
Cl 2.09 -5.17 1.14 0.52
Cl 2.77 -5.99 3.84 0.51
Cl 0.10 -5.01 3.24 0.47
Cl 0.96 -7.60 2.25 0.48
C 0.87 -7.20 -1.99 -2.02
Cl 0.12 -8.02 -3.38 0.51
Cl -0.36 -6.27 -1.11 0.51
Cl 1.59 -8.41 -0.91 0.48
Cl 2.14 -6.10 -2.58 0.51
C -0.92 6.26 -2.30 -2.01
Cl 0.67 6.99 -1.99 0.50
Cl -0.72 4.52 -2.62 0.34
Cl -1.96 6.49 -0.89 0.52
Cl -1.66 7.04 -3.72 0.48
C 4.17 3.34 -1.67 -2.01
Cl 5.26 2.02 -2.14 0.51
Cl 2.50 2.89 -2.06 0.45
Cl 4.32 3.63 0.08 0.52
Cl 4.61 4.82 -2.55 0.50
```

For the molar mass, the calculation gives 1255.4 g/mol. The calculated total energy is -382451.191 eV. The total charge is -1. The orbital gap is 7.3 eV.

---

Entry 2:
The following is a DFT calculation (ωB97M-V/def2-TZVPD) of one molecule with the formula C3H4N2O2S at a distorted geometry.

Structure (XYZ):
```
12
Properties=species:S:1:pos:R:3:lowdin_charge:R:1
H 0.86 3.06 -0.20 0.12
N 1.09 2.00 0.11 0.08
C 0.13 1.20 0.00 -0.47
C -1.34 1.16 -0.07 0.06
C -1.60 -0.14 -0.02 -0.44
O -2.68 -0.95 -0.04 0.14
O -0.59 -0.93 0.16 0.02
N 0.53 -0.20 -0.15 -0.44
S 2.10 -0.93 -0.08 0.85
H -1.72 2.22 -0.06 0.14
H -3.46 -0.51 0.29 0.12
H 2.31 -0.69 1.17 -0.17
```

For the molar mass, the calculation gives 132.1 g/mol. The calculated total energy is -21082.344 eV. The orbital gap is 9.1 eV. As for the energy above the lowest of the compared OMol25 structures with the same formula, charge and spin: 433.05 kJ/mol.